Entry 1:
Below is one molecule with the formula HNO3S at a distorted geometry, with properties calculated with ωB97M-V/def2-TZVPD.

```
6
Properties=species:S:1:pos:R:3:nbo_charge:R:1
N 1.025 0.243 -0.044 0.74
O -0.247 -0.083 -0.849 -0.59
O 0.885 0.061 1.107 -0.32
O 1.970 0.646 -0.628 -0.28
S -1.743 -0.801 -0.336 0.35
H -1.890 -0.066 0.749 0.10
```

Energy, eV: -18478.5642
Kohn-Sham gap, Eh: 0.34084
ΔE to the lowest compared entry with this formula, charge and spin, eV: 2.100
Max |F|, eV/A: 2.26
Multiplicity: 1


Entry 2:
Below is one molecule with the formula HNO3S at a distorted geometry, with properties calculated with ωB97M-V/def2-TZVPD.

```
6
Properties=species:S:1:pos:R:3:nbo_charge:R:1
N 2.684 -0.307 0.190 0.45
O 3.506 0.504 0.215 -0.18
O 1.510 0.129 -0.737 -0.69
O 0.536 -1.825 0.546 -0.92
S 0.200 -0.936 -0.570 1.35
H -0.671 0.031 0.117 0.00
```

Energy, eV: -18479.4894
Kohn-Sham gap, Eh: 0.34337
ΔE to the lowest compared entry with this formula, charge and spin, eV: 1.175
Max |F|, eV/A: 2.16
Multiplicity: 1


Entry 3:
Below is a 2-piece molecular cluster, HNO3S overall at a distorted geometry, with properties calculated with ωB97M-V/def2-TZVPD.

```
6
Properties=species:S:1:pos:R:3:nbo_charge:R:1
N 1.040 1.055 -2.862 0.53
O 0.556 -0.014 -2.814 -0.29
O 1.449 1.866 -3.579 -0.25
O 0.723 -0.167 0.035 -0.84
S 0.885 1.475 -0.143 0.34
H -0.026 -0.751 -0.197 0.51
```

Energy, eV: -18477.9902
Kohn-Sham gap (alpha / beta), Eh: 0.33602 / 0.25548
ΔE to the lowest compared entry with this formula, charge and spin, eV: 2.335
Max |F|, eV/A: 2.88
Multiplicity: 3


Entry 4:
Below is one molecule with the formula HO2P at a distorted geometry, with properties calculated with ωB97M-V/def2-TZVPD.

```
4
Properties=species:S:1:pos:R:3:nbo_charge:R:1
O -0.317 -0.220 1.268 -1.01
O -1.069 0.068 -1.051 -0.97
P -0.003 0.013 -0.063 2.05
H 1.389 0.138 -0.154 -0.07
```

Energy, eV: -13399.7320
Kohn-Sham gap, Eh: 0.43601
ΔE to the lowest compared entry with this formula, charge and spin, eV: 0.486
Max |F|, eV/A: 6.29
Multiplicity: 1


Entry 5:
Below is one molecule with the formula HO2PS at a distorted geometry, with properties calculated with ωB97M-V/def2-TZVPD.

```
5
Properties=species:S:1:pos:R:3:nbo_charge:R:1
O -1.519 -0.042 -1.444 -0.77
O -0.178 0.458 1.428 -0.99
P 0.420 -0.741 0.748 0.94
S -0.284 0.480 -0.957 0.98
H 1.561 -0.155 0.226 -0.16
```

Energy, eV: -24232.2375
Kohn-Sham gap (alpha / beta), Eh: 0.27585 / 0.27316
ΔE to the lowest compared entry with this formula, charge and spin, eV: 2.979
Max |F|, eV/A: 2.31
Multiplicity: 1


Entry 6:
Below is an isolated ion of composition HO2S2 and charge -1 at a distorted geometry, with properties calculated with ωB97M-V/def2-TZVPD.

```
5
Properties=species:S:1:pos:R:3:nbo_charge:R:1
O 1.300 -0.896 0.097 -0.98
O -1.170 -1.012 -0.104 -1.01
S -0.083 1.323 1.229 -0.67
S 0.043 -0.139 0.001 1.74
H -0.091 0.724 -1.223 -0.08
```

Energy, eV: -25782.5816
Net charge: -1
Kohn-Sham gap, Eh: 0.29240
ΔE to the lowest compared entry with this formula, charge and spin, eV: 0.040
Max |F|, eV/A: 2.82
Multiplicity: 1


Entry 7:
Below is one molecule with the formula HO3PS2 at a distorted geometry, with properties calculated with ωB97M-V/def2-TZVPD.

```
7
Properties=species:S:1:pos:R:3:nbo_charge:R:1
O -1.742 0.281 1.454 -0.88
O -0.516 -1.088 -0.426 -0.96
O 2.722 -0.339 -1.117 -0.99
P 1.433 -0.096 -1.682 1.40
S 0.481 1.436 -0.111 -0.43
S -1.202 0.207 -0.162 1.37
H -1.177 -0.402 2.044 0.50
```

Energy, eV: -37117.1497
Kohn-Sham gap, Eh: 0.33396
ΔE to the lowest compared entry with this formula, charge and spin, eV: 1.990
Max |F|, eV/A: 3.37
Multiplicity: 1


Entry 8:
Below is HgI as an isolated structure at a distorted geometry, with properties calculated with ωB97M-V/def2-TZVPD.

```
2
Properties=species:S:1:pos:R:3:nbo_charge:R:1
Hg -21.213 -10.619 -11.228 0.60
I -20.718 -12.138 -7.592 0.40
```

Energy, eV: -12264.5698
Net charge: +1
Kohn-Sham gap, Eh: 0.18133
ΔE to the lowest compared entry with this formula, charge and spin, eV: 2.302
Max |F|, eV/A: 1.20
Multiplicity: 1


Please write out number 3 again, unchanged.
Below is a 2-piece molecular cluster, HNO3S overall at a distorted geometry, with properties calculated with ωB97M-V/def2-TZVPD.

```
6
Properties=species:S:1:pos:R:3:nbo_charge:R:1
N 1.040 1.055 -2.862 0.53
O 0.556 -0.014 -2.814 -0.29
O 1.449 1.866 -3.579 -0.25
O 0.723 -0.167 0.035 -0.84
S 0.885 1.475 -0.143 0.34
H -0.026 -0.751 -0.197 0.51
```

Energy, eV: -18477.9902
Kohn-Sham gap (alpha / beta), Eh: 0.33602 / 0.25548
ΔE to the lowest compared entry with this formula, charge and spin, eV: 2.335
Max |F|, eV/A: 2.88
Multiplicity: 3